[1]
The following is a DFT calculation (ωB97M-V with the def2-TZVPD basis set) of a molecular structure, C42H41NO4P2Pt at a distorted geometry.

## Properties
DFT total energy   -75716.5011 eV
Spin multiplicity   3
<S²>   2.007
Net charge   0
LUMO level (alpha / beta)   -0.796 / -1.998 eV

Cartesian coordinates (Å):
1 Pt -0.0877 0.0653 4.3916
2 C -2.1419 -0.0151 5.2491
3 C -2.2506 -0.3371 3.9002
4 C -2.7383 0.6094 2.8157
5 C -1.5913 1.3684 2.1047
6 C -0.4615 1.7813 3.0218
7 C -0.5903 2.2626 4.3205
8 C -1.9114 2.5330 5.0214
9 C -2.4095 1.3379 5.8701
10 C 1.9689 0.3283 4.2621
11 H -2.0960 -0.8414 5.9561
12 H -2.2508 -1.3941 3.6442
13 H -3.4573 1.3161 3.2391
14 H -3.2849 0.0285 2.0655
15 H -1.1635 0.7181 1.3341
16 H -1.9963 2.2468 1.5794
17 H 0.4964 1.9327 2.5275
18 H 0.2869 2.7290 4.7627
19 H -2.6678 2.8184 4.2851
20 H -1.7854 3.3971 5.6822
21 H -1.8997 1.3575 6.8394
22 H -3.4834 1.4542 6.0821
23 H 2.4813 -0.1175 5.1207
24 H 2.2386 1.3904 4.1981
25 H 2.3306 -0.1764 3.3566
26 P 0.0365 -2.4724 -5.0669
27 P 2.1656 0.6154 -5.3315
28 C -0.3249 -0.8046 -5.6850
29 C 0.4041 0.3300 -5.6632
30 C -0.8936 -3.6023 -6.1634
31 C -2.0622 -3.2284 -6.8419
32 C -2.7104 -4.1370 -7.6777
33 C -2.2058 -5.4287 -7.8341
34 C -1.0477 -5.8118 -7.1549
35 C -0.3906 -4.9003 -6.3316
36 C -1.0045 -2.4402 -3.5463
37 C -0.6089 -1.5913 -2.4997
38 C -1.3307 -1.5434 -1.3094
39 C -2.4466 -2.3645 -1.1336
40 C -2.8330 -3.2281 -2.1578
41 C -2.1208 -3.2649 -3.3577
42 C 2.6306 1.3912 -6.9375
43 C 2.6313 0.5758 -8.0812
44 C 3.0033 1.0888 -9.3216
45 C 3.4077 2.4205 -9.4360
46 C 3.4333 3.2313 -8.3018
47 C 3.0448 2.7235 -7.0610
48 C 2.2122 2.0308 -4.1746
49 C 3.3042 2.1151 -3.2991
50 C 3.4009 3.1648 -2.3886
51 C 2.3963 4.1328 -2.3315
52 C 1.3026 4.0539 -3.1947
53 C 1.2119 3.0117 -4.1167
54 H -1.3589 -0.7193 -6.0233
55 H -0.0899 1.2397 -6.0085
56 H -2.4576 -2.2253 -6.7141
57 H -3.6071 -3.8338 -8.2109
58 H -2.7116 -6.1339 -8.4879
59 H -0.6483 -6.8144 -7.2798
60 H 0.5289 -5.1834 -5.8264
61 H 0.2749 -0.9670 -2.6160
62 H -1.0152 -0.8734 -0.5140
63 H -3.0053 -2.3348 -0.2025
64 H -3.6980 -3.8733 -2.0285
65 H -2.4376 -3.9335 -4.1521
66 H 2.3437 -0.4705 -7.9980
67 H 2.9888 0.4454 -10.1975
68 H 3.7066 2.8195 -10.4011
69 H 3.7501 4.2680 -8.3808
70 H 3.0585 3.3672 -6.1871
71 H 4.0670 1.3416 -3.3252
72 H 4.2500 3.2192 -1.7130
73 H 2.4630 4.9443 -1.6122
74 H 0.5157 4.8013 -3.1473
75 H 0.3648 2.9526 -4.7931
76 O 0.7615 1.6559 6.9170
77 C 0.5167 0.4119 7.2539
78 O 0.1726 -0.4593 6.3246
79 C 0.4923 0.0310 8.6825
80 C 0.2591 -1.2987 9.0687
81 C 0.2032 -1.6438 10.4234
82 C 0.3705 -0.6661 11.4219
83 C 0.6032 0.6655 11.0302
84 C 0.6669 1.0080 9.6777
85 N 0.2984 -1.0155 12.8064
86 O 0.0998 -2.1463 13.1363
87 O 0.4234 -0.1787 13.6493
88 H 0.1170 -2.0722 8.3248
89 H 0.0208 -2.6776 10.6883
90 H 0.7306 1.4456 11.7699
91 H 0.8367 2.0444 9.4124

Löwdin atomic charge list, values in e, 6 entries: 1.316, -0.243, -0.234, -0.180, -0.177, -0.249

[2]
The following is a DFT calculation (ωB97M-V with the def2-TZVPD basis set) of a molecular structure, BrHf at a distorted geometry.

## Properties
DFT total energy   -71323.6259 eV
Spin multiplicity   2
<S²>   0.757
Net charge   +2
Energy above the lowest of the compared OMol25 structures with the same formula, charge and spin   0.000 eV
LUMO level (alpha / beta)   -14.091 / -14.140 eV

Cartesian coordinates (Å):
1 Hf 1.0682 -0.8530 0.2044
2 Br -1.0682 0.8530 -0.2044

Which charges does Löwdin predict for the atoms? In e, they are: 1.822, 0.178

[3]
The following is a DFT calculation (ωB97M-V with the def2-TZVPD basis set) of a single C2H6N4 molecule at a distorted geometry.

## Properties
DFT total energy   -8127.6452 eV
Net charge   0
Energy above the lowest of the compared OMol25 structures with the same formula, charge and spin   4.448 eV
LUMO level (alpha / beta)   0.438 / 0.438 eV

Cartesian coordinates (Å):
1 C 0.6521 0.1330 -0.3727
2 C -0.0029 0.6663 0.8491
3 N -0.0095 -0.4355 -2.6766
4 N -0.3152 -1.5428 -2.2999
5 N 0.3682 0.5312 -1.5896
6 N -0.1554 -2.0724 -1.1750
7 H 1.4393 -0.5914 -0.2558
8 H -0.7198 1.4447 0.6013
9 H 0.7329 1.0704 1.5438
10 H -0.5231 -0.1412 1.3643
11 H -0.2700 1.3200 -1.6813
12 H -0.7057 -2.9163 -1.0552

Löwdin atomic charge list, values in e, 6 entries: -0.174, -0.067, -0.036, -0.231, -0.001, 0.007

[4]
The following is a DFT calculation (ωB97M-V with the def2-TZVPD basis set) of a single C5H6O molecule at a distorted geometry.

## Properties
DFT total energy   -7326.8416 eV
SMILES string   C#C[C@@H](C)C=O
Net charge   0
Energy above the lowest of the compared OMol25 structures with the same formula, charge and spin   2.443 eV
LUMO level   0.746 eV

Cartesian coordinates (Å):
1 C -1.8930 0.8997 1.3925
2 C -1.0066 0.6190 0.6225
3 C 0.1684 -0.0710 0.0968
4 C -0.0376 -1.0447 -1.0783
5 C 1.4643 0.6983 0.0166
6 O 2.3647 0.4237 -0.7372
7 H -2.7014 1.3524 1.9073
8 H 0.3107 -0.4583 1.1312
9 H -0.8780 -1.7209 -0.9052
10 H -0.2401 -0.5117 -2.0196
11 H 0.8682 -1.6315 -1.2530
12 H 1.5803 1.4450 0.8263

Löwdin atomic charge list, values in e, 6 entries: 0.122, -0.128, -0.348, -0.041, -0.234, 0.063

[5]
The following is a DFT calculation (ωB97M-V with the def2-TZVPD basis set) of a molecular structure, C46H39IN6S2Ti at a distorted geometry.

## Properties
DFT total energy   -110164.5226 eV
Spin multiplicity   3
<S²>   2.022
Net charge   0
Energy above the lowest of the compared OMol25 structures with the same formula, charge and spin   1.714 eV
LUMO level (alpha / beta)   -0.717 / -0.792 eV

Cartesian coordinates (Å):
1 Ti 0.7699 1.3757 -0.2278
2 C 4.1481 1.4233 0.8828
3 C 3.2766 2.5884 1.2651
4 C 3.8316 3.7289 1.7740
5 C 3.0005 4.8297 2.0569
6 C 1.6511 4.7246 1.9096
7 C 1.0935 3.4963 1.4884
8 N 1.9302 2.4638 1.1142
9 C -0.3008 3.2026 1.5501
10 C -1.2690 4.1543 1.9701
11 C -2.5230 3.7503 2.2902
12 C -2.8430 2.3750 2.2128
13 C -1.9115 1.5001 1.7163
14 N -0.6766 1.8818 1.2991
15 C -2.3294 0.0630 1.6323
16 C -3.5167 -0.2659 0.9912
17 C -3.8817 -1.5994 0.9130
18 C -3.0625 -2.5520 1.4879
19 C -1.9033 -2.1386 2.1407
20 C -1.0077 -3.1475 2.8121
21 N -1.5391 -0.8531 2.2013
22 H 4.4552 0.8596 1.7722
23 H 3.6445 0.7540 0.1912
24 H 5.0416 1.7877 0.3793
25 H 4.9068 3.7910 1.8870
26 H 3.4338 5.7602 2.4086
27 H 1.0095 5.5579 2.1557
28 H -0.9949 5.1967 2.0596
29 H -3.2609 4.4687 2.6288
30 H -3.8010 2.0025 2.5438
31 H -4.1166 0.5088 0.5283
32 H -4.7874 -1.8921 0.3949
33 H -3.3156 -3.6061 1.4472
34 H -1.5484 -3.6837 3.5946
35 H -0.6467 -3.8901 2.0950
36 H -0.1550 -2.6416 3.2615
37 C -0.7018 4.0373 -1.8099
38 N -0.8257 2.5645 -1.7113
39 C -2.2038 2.3176 -1.2463
40 C -0.6042 1.9683 -3.0689
41 C 0.3398 0.7893 -3.1520
42 C 0.4716 0.1777 -4.3952
43 C 1.4145 -0.8225 -4.5986
44 C 2.2404 -1.1930 -3.5433
45 C 2.0758 -0.5887 -2.3032
46 C 1.1141 0.3992 -2.0532
47 H -1.4938 4.4324 -2.4606
48 H 0.2705 4.3033 -2.2056
49 H -0.8129 4.4751 -0.8199
50 H -2.9238 2.5043 -2.0511
51 H -2.4293 2.9931 -0.4241
52 H -2.3218 1.3057 -0.8766
53 H -0.1859 2.7482 -3.7043
54 H -1.5767 1.7016 -3.5012
55 H -0.1562 0.5008 -5.2239
56 H 1.5182 -1.2885 -5.5718
57 H 3.0085 -1.9467 -3.6879
58 H 2.7347 -0.9087 -1.4995
59 S 3.5653 0.2615 4.3870
60 C 4.5386 -0.3496 5.6431
61 C 4.7262 -1.6918 5.5246
62 C 4.0581 -2.2295 4.3892
63 C 3.3799 -1.2900 3.6701
64 C 2.5641 -1.4849 2.4508
65 C 1.8747 -0.4045 1.8817
66 N 1.1220 -0.4662 0.8013
67 C 0.8474 -1.6971 0.3067
68 C 1.5535 -2.8189 0.7429
69 C 1.3262 -4.0968 0.1227
70 C 0.3810 -4.2417 -0.8209
71 C -0.4487 -3.1283 -1.2027
72 C -1.4808 -3.2780 -2.1421
73 C -2.2783 -2.2156 -2.4535
74 C -2.0121 -1.0091 -1.7771
75 N -1.0360 -0.8220 -0.9235
76 C -0.2387 -1.8702 -0.6447
77 C -3.3753 -2.3107 -3.4432
78 C -3.8870 -3.4323 -4.0252
79 C -4.9339 -3.1600 -4.9511
80 C -5.1960 -1.8302 -5.0545
81 S -4.1805 -0.9107 -4.0403
82 C 2.4544 -2.6824 1.8097
83 H 4.9196 0.3191 6.4026
84 H 5.3127 -2.2798 6.2193
85 H 4.0742 -3.2833 4.1347
86 H 1.9678 0.5819 2.3100
87 H 1.9293 -4.9386 0.4446
88 H 0.2063 -5.2034 -1.2909
89 H -1.6239 -4.2440 -2.6157
90 H -2.6538 -0.1560 -1.9754
91 H -3.5372 -4.4317 -3.7960
92 H -5.4630 -3.9201 -5.5099
93 H -5.9300 -1.3366 -5.6743
94 H 3.0201 -3.5485 2.1379
95 I 2.6998 3.1542 -1.9576

Löwdin atomic charge list, values in e, 6 entries: 0.845, -0.064, -0.421, -0.050, -0.055, -0.019

[6]
The following is a DFT calculation (ωB97M-V with the def2-TZVPD basis set) of a single C5H9O2P molecule.

## Properties
DFT total energy   -18713.0132 eV
SMILES string   O=CCC/C(O)=C\P
Net charge   0
Energy above the lowest of the compared OMol25 structures with the same formula, charge and spin   1.874 eV
LUMO level   0.644 eV

Cartesian coordinates (Å):
1 O 1.2865 -1.9187 -1.3053
2 C 0.8361 -1.5184 -0.2718
3 C 1.5361 -0.5616 0.6644
4 C 0.6010 0.6360 0.8638
5 C 0.1151 0.9861 -0.5162
6 O 0.9102 1.7754 -1.2802
7 C -0.9668 0.4224 -1.0591
8 P -2.2201 -0.4876 -0.1169
9 H -0.1330 -1.8806 0.1254
10 H 2.4871 -0.2586 0.2219
11 H 1.7343 -1.0664 1.6107
12 H 1.1154 1.4718 1.3445
13 H -0.2491 0.3428 1.4814
14 H 1.7449 1.9579 -0.8319
15 H -1.1824 0.6369 -2.0977
16 H -2.4544 -1.4475 -1.1007
17 H -3.3071 0.2717 -0.5601

Löwdin atomic charge list, values in e, 6 entries: 0.072, -0.329, -0.137, -0.156, -0.453, 0.068

[7]
The following is a DFT calculation (ωB97M-V with the def2-TZVPD basis set) of a molecular structure, C20H26AsN4O2PtS3 at a distorted geometry.

## Properties
DFT total energy   -127804.0752 eV
Net charge   +1
Energy above the lowest of the compared OMol25 structures with the same formula, charge and spin   1.212 eV
LUMO level   -3.865 eV

Cartesian coordinates (Å):
1 Pt -0.2624 2.1105 -0.2789
2 O -2.0414 -2.4905 2.4515
3 C -1.3413 -1.7644 3.3361
4 C -1.1924 -2.2931 4.6202
5 C -0.4673 -1.6168 5.5786
6 C 0.1331 -0.3936 5.2856
7 C -0.0042 0.1345 4.0210
8 C -0.7344 -0.5319 3.0279
9 C -0.8053 0.0567 1.6802
10 O -0.1052 1.1301 1.4667
11 N -1.5594 -0.5122 0.7833
12 N -1.5011 0.1278 -0.4417
13 C -2.1267 -0.4623 -1.3869
14 S -3.0372 -1.9346 -1.1598
15 C -3.3021 -2.2302 -2.9305
16 C -3.3978 -0.8902 -3.6350
17 S -2.0389 0.1458 -3.0260
18 H -2.0924 -1.9888 1.6093
19 H -1.6663 -3.2402 4.8360
20 H -0.3702 -2.0422 6.5683
21 H 0.6967 0.1352 6.0403
22 H 0.4499 1.0822 3.7690
23 H -4.2269 -2.7968 -3.0313
24 H -2.4786 -2.8254 -3.3236
25 H -4.3468 -0.3989 -3.4271
26 H -3.2763 -0.9960 -4.7124
27 C -1.8584 4.9734 -1.2907
28 As -0.5354 3.7342 -1.9797
29 C 0.9996 4.8330 -2.3911
30 C -1.1910 3.2594 -3.7325
31 H -2.0533 5.7501 -2.0312
32 H -1.4800 5.4269 -0.3771
33 H -2.7820 4.4376 -1.0799
34 H 0.7303 5.5265 -3.1872
35 H 1.8293 4.2101 -2.7175
36 H 1.2901 5.3887 -1.5009
37 H -1.2774 4.1520 -4.3512
38 H -2.1590 2.7796 -3.6273
39 H -0.4929 2.5601 -4.1910
40 N 2.6452 -0.0813 -1.6944
41 C 2.3458 0.4908 -0.5309
42 S 2.0731 2.2198 -0.5593
43 N 2.3346 -0.2045 0.5940
44 C 2.6591 -1.5996 0.7163
45 C 3.8286 -2.0948 0.1465
46 C 4.1315 -3.4411 0.2798
47 C 3.2862 -4.2816 0.9909
48 C 2.1427 -3.7700 1.5839
49 C 1.8252 -2.4263 1.4509
50 H 2.5638 0.4729 -2.5292
51 H 2.7789 -1.0793 -1.7669
52 H 1.9465 0.2786 1.3978
53 H 4.5210 -1.4304 -0.3530
54 H 5.0421 -3.8271 -0.1566
55 H 3.5285 -5.3297 1.0944
56 H 1.4846 -4.4132 2.1518
57 H 0.9377 -2.0294 1.9203

Löwdin atomic charge list, values in e, 6 entries: 0.677, 0.061, -0.280, -0.003, -0.062, -0.077

Q: Which formula does entry 1 have?
A: C42H41NO4P2Pt

What did the third record say?
The following is a DFT calculation (ωB97M-V with the def2-TZVPD basis set) of a single C2H6N4 molecule at a distorted geometry.

## Properties
DFT total energy   -8127.6452 eV
Net charge   0
Energy above the lowest of the compared OMol25 structures with the same formula, charge and spin   4.448 eV
LUMO level (alpha / beta)   0.438 / 0.438 eV

Cartesian coordinates (Å):
1 C 0.6521 0.1330 -0.3727
2 C -0.0029 0.6663 0.8491
3 N -0.0095 -0.4355 -2.6766
4 N -0.3152 -1.5428 -2.2999
5 N 0.3682 0.5312 -1.5896
6 N -0.1554 -2.0724 -1.1750
7 H 1.4393 -0.5914 -0.2558
8 H -0.7198 1.4447 0.6013
9 H 0.7329 1.0704 1.5438
10 H -0.5231 -0.1412 1.3643
11 H -0.2700 1.3200 -1.6813
12 H -0.7057 -2.9163 -1.0552

Löwdin atomic charge list, values in e, 6 entries: -0.174, -0.067, -0.036, -0.231, -0.001, 0.007

Q: Which value of net charge does entry 7 give?
A: +1